Formula: C39H58Cl2FN4O6SbSiTi
Source: OMol25
Level of theory: wB97M-V/def2-TZVPD

<S²>: 0.767
E_tot, hartree: -4591.1476
Molar mass, g mol⁻¹: 966.532
Total charge: -1
HOMO (spin up / spin down), eV: -3.12 / -4.54
Spin multiplicity: 2

Element x y z (Å)
1 Ti 9.2586 -19.4938 4.3530
2 Cl 15.0102 -16.6735 2.4631
3 C 13.3315 -16.7488 2.8700
4 C 12.9991 -17.5515 3.9773
5 C 11.6141 -17.7564 4.1985
6 N 11.1614 -18.8364 4.9535
7 C 12.0309 -19.6042 5.7036
8 O 13.2523 -19.4687 5.8508
9 C 11.2286 -20.6737 6.2980
10 C 11.7516 -21.5101 7.2606
11 C 10.9614 -22.5824 7.6995
12 C 9.6201 -22.6900 7.1545
13 C 9.1796 -21.8197 6.2426
14 N 9.9832 -20.8269 5.7662
15 C 10.6099 -17.1325 3.4124
16 C 11.0118 -16.3209 2.3366
17 C 12.3935 -16.0805 2.0747
18 Cl 12.9267 -15.0433 0.7651
19 N 9.3029 -17.5305 3.7308
20 C 8.1219 -16.7465 3.6092
21 O 7.0481 -17.1977 3.2420
22 C 8.1410 -15.3174 4.0875
23 C 6.8547 -14.8319 4.5423
24 C 6.7298 -13.5273 5.0154
25 C 7.9067 -12.7872 4.9420
26 C 9.0777 -13.3319 4.4743
27 N 9.2528 -14.6475 4.1837
28 H 13.7953 -18.0462 4.5655
29 H 12.7016 -21.2238 7.7532
30 H 11.2968 -23.3323 8.4262
31 H 8.9502 -23.5034 7.5248
32 H 8.1281 -21.9039 5.8286
33 H 10.2808 -15.8254 1.7052
34 H 6.0804 -15.5695 4.4258
35 H 5.6945 -13.2588 5.3433
36 H 7.9708 -11.7725 5.3653
37 H 9.9777 -12.6694 4.2843
38 F 7.5810 -19.3598 5.0972
39 C 12.4679 -22.7112 2.5216
40 C 12.5889 -21.7303 1.3427
41 C 13.2021 -22.4021 0.0546
42 C 13.3679 -20.5162 1.7760
43 O 11.2465 -21.1195 1.0383
44 Si 9.7023 -21.3349 1.4147
45 O 9.2829 -20.5203 2.8325
46 O 9.3720 -22.8851 1.6266
47 C 8.2874 -23.7095 1.1019
48 C 8.5384 -25.0039 1.8226
49 C 8.7033 -23.8223 -0.3557
50 C 6.9482 -23.0521 1.3986
51 O 8.8007 -20.7176 0.2222
52 C 8.7925 -19.6781 -0.7419
53 C 8.7438 -18.4088 0.0278
54 C 10.0248 -19.7805 -1.7138
55 C 7.5143 -19.8625 -1.6281
56 H 13.4560 -23.1592 2.8883
57 H 11.7233 -23.5228 2.3325
58 H 12.1236 -22.1129 3.3342
59 H 14.2890 -22.4896 0.2058
60 H 12.8770 -21.8664 -0.8135
61 H 12.7629 -23.4252 0.1363
62 H 14.4228 -20.7561 1.9197
63 H 12.9846 -20.0680 2.7261
64 H 13.3002 -19.7555 0.9202
65 H 9.5358 -25.3915 1.5036
66 H 7.8292 -25.7838 1.5553
67 H 8.5437 -24.7406 2.8744
68 H 9.7935 -24.0959 -0.3868
69 H 8.5506 -22.8601 -0.7836
70 H 8.1241 -24.5524 -0.8509
71 H 6.7753 -22.9079 2.4802
72 H 6.0394 -23.5731 1.0422
73 H 7.0391 -22.0748 0.9022
74 H 9.6171 -18.2641 0.6938
75 H 7.8966 -18.4999 0.7219
76 H 8.5480 -17.5104 -0.5295
77 H 10.8533 -19.2033 -1.2609
78 H 9.6526 -19.1410 -2.6101
79 H 10.3292 -20.8139 -1.9155
80 H 6.7235 -20.1790 -0.8981
81 H 7.7338 -20.6854 -2.3381
82 H 7.1835 -18.9107 -2.1920
83 C 2.1527 -16.0863 1.3851
84 C 3.4576 -16.5610 1.9357
85 C 4.4777 -15.4823 1.5704
86 Sb 3.4214 -16.7222 4.1978
87 C 2.7961 -18.8774 4.4568
88 C 3.0204 -19.6528 3.2042
89 C 3.4544 -19.5018 5.6815
90 C 1.7717 -15.7850 5.3634
91 C 0.6426 -15.4652 4.4174
92 C 2.2351 -14.4902 5.9948
93 H 2.3295 -15.9153 0.3222
94 H 1.9567 -15.1030 1.7782
95 H 1.3339 -16.7948 1.5622
96 H 3.8111 -17.5633 1.5636
97 H 4.1228 -14.4635 1.5719
98 H 4.8419 -15.6199 0.5148
99 H 5.4054 -15.4709 2.1219
100 H 1.7692 -18.6316 4.6346
101 H 4.0903 -19.7784 3.0203
102 H 2.5464 -19.2108 2.3183
103 H 2.5454 -20.6417 3.2745
104 H 4.5885 -19.2540 5.7114
105 H 3.4665 -20.6203 5.5750
106 H 3.0062 -19.1331 6.6294
107 H 1.6353 -16.5404 6.1175
108 H 0.8810 -14.4972 3.8952
109 H -0.2683 -15.2721 4.9485
110 H 0.4391 -16.2508 3.6905
111 H 2.4534 -13.7272 5.3053
112 H 3.1481 -14.5687 6.6695
113 H 1.4965 -14.0619 6.7226

Results of the Löwdin charge analysis, in e, for atoms 1 through 6: Ti 1.08; Cl 0.62; C -0.71; C -0.05; C -0.20; N 0.00


Formula: C39H59AsN3O6P2Sn
Source: OMol25
Level of theory: wB97M-V/def2-TZVPD

E_tot, hartree: -5270.1667
Molar mass, g mol⁻¹: 921.497
Total charge: -1
HOMO, eV: -3.67

Element x y z (Å)
1 Sn 0.4653 0.0627 0.6560
2 C -0.9089 3.3109 -3.6402
3 C 0.0051 2.4983 -2.7277
4 C 0.3794 3.3067 -1.4835
5 P -0.6075 0.8317 -2.1556
6 C -0.2614 -0.3067 -3.5871
7 C -0.3489 0.2175 -5.0184
8 C -1.0803 -1.5850 -3.4111
9 C -2.4134 0.9814 -2.0222
10 C -3.2546 1.1999 -3.1170
11 C -4.6339 1.2629 -3.0227
12 C -5.5042 1.5258 -4.2236
13 C -5.1801 1.0820 -1.7480
14 C -4.3931 0.8628 -0.6416
15 C -2.9720 0.8040 -0.7209
16 N -2.1804 0.5053 0.3347
17 C -2.6673 0.4901 1.6282
18 C -3.3763 1.5378 2.2355
19 C -3.6967 1.4867 3.5793
20 C -3.3108 0.4139 4.3831
21 C -3.5909 0.4032 5.8638
22 C -2.6118 -0.6256 3.7879
23 C -2.3143 -0.6140 2.4289
24 P -1.2984 -1.8245 1.5424
25 C -0.9481 -3.1415 2.7921
26 C -2.1645 -3.9349 3.2724
27 C 0.1699 -4.0959 2.3582
28 C -2.3629 -2.5265 0.1919
29 C -3.8403 -2.7176 0.5275
30 C -1.7344 -3.7878 -0.4018
31 H -0.4311 4.2645 -3.8876
32 H -1.8518 3.5311 -3.1362
33 H -1.1431 2.7986 -4.5740
34 H 0.9266 2.2559 -3.2751
35 H -0.4921 3.4629 -0.8425
36 H 0.7615 4.2945 -1.7644
37 H 1.1315 2.7943 -0.8850
38 H 0.7811 -0.5776 -3.3897
39 H -1.3763 0.4364 -5.3134
40 H 0.0284 -0.5446 -5.7084
41 H 0.2481 1.1188 -5.1679
42 H -2.1469 -1.3937 -3.5531
43 H -0.9264 -1.9997 -2.4152
44 H -0.7643 -2.3374 -4.1397
45 H -2.8067 1.3346 -4.0952
46 H -4.9222 1.4678 -5.1451
47 H -5.9622 2.5187 -4.1887
48 H -6.3170 0.7989 -4.3006
49 H -6.2598 1.1011 -1.6240
50 H -4.8680 0.7037 0.3180
51 H -3.6416 2.4028 1.6399
52 H -4.2357 2.3152 4.0281
53 H -4.3287 1.1619 6.1289
54 H -2.6836 0.6059 6.4380
55 H -3.9740 -0.5651 6.1925
56 H -2.2760 -1.4443 4.4131
57 H -0.5568 -2.5424 3.6199
58 H -2.4897 -4.6449 2.5099
59 H -3.0127 -3.2977 3.5202
60 H -1.8988 -4.5123 4.1631
61 H -0.1967 -4.8483 1.6589
62 H 0.5657 -4.6193 3.2327
63 H 0.9929 -3.5696 1.8811
64 H -2.3029 -1.7413 -0.5647
65 H -3.9972 -3.5630 1.1991
66 H -4.4028 -2.9079 -0.3910
67 H -4.2600 -1.8269 0.9956
68 H -1.8631 -4.6500 0.2557
69 H -0.6677 -3.6527 -0.5942
70 H -2.2176 -4.0243 -1.3534
71 O 2.3585 -0.9851 4.9198
72 C 1.8946 -0.9252 3.7751
73 O 0.8197 -0.4173 3.3683
74 C 2.7553 -1.5632 2.6716
75 C 3.9361 -2.2361 2.9602
76 C 4.6320 -2.8381 1.9242
77 C 4.1361 -2.7530 0.6287
78 C 2.9572 -2.0581 0.4252
79 N 2.2974 -1.4821 1.4263
80 C 2.3008 -1.9359 -0.9395
81 O 2.9665 -2.2362 -1.9367
82 O 1.1008 -1.5251 -0.9219
83 H 4.2565 -2.2759 3.9916
84 H 5.5492 -3.3798 2.1235
85 H 4.6252 -3.2144 -0.2177
86 C 5.5357 -0.2824 -1.4865
87 As 4.0942 0.9347 -1.8823
88 C 4.9004 2.6774 -2.0868
89 C 3.4704 0.4168 -3.6252
90 O 2.9326 0.9939 -0.7258
91 H 6.4342 0.0064 -2.0314
92 H 5.1981 -1.2780 -1.7704
93 H 5.7251 -0.2544 -0.4143
94 H 5.7056 2.6724 -2.8204
95 H 5.2829 2.9786 -1.1123
96 H 4.1193 3.3734 -2.3896
97 H 4.3099 0.3850 -4.3208
98 H 2.7284 1.1328 -3.9767
99 H 3.0322 -0.5746 -3.5087
100 C 3.1175 1.9091 2.6037
101 N 3.2455 3.3336 2.3305
102 C 4.5243 3.9657 2.5239
103 C 2.1799 4.0152 1.8593
104 O 1.0807 3.5488 1.6471
105 H 3.9368 1.5970 3.2521
106 H 3.1539 1.3400 1.6721
107 H 2.1726 1.7051 3.1043
108 H 5.2960 3.4955 1.9063
109 H 4.8422 3.9018 3.5680
110 H 4.4603 5.0182 2.2469
111 H 2.4087 5.0852 1.6926

Results of the Löwdin charge analysis, in e, for atoms 1 through 6: Sn 1.26; C -0.12; C -0.54; C -0.15; P 1.06; C -0.54


Formula: C39H60AsBiF6N4OSbSi2
Source: OMol25
Level of theory: wB97M-V/def2-TZVPD

<S²>: 0.758
E_tot, hartree: -5684.7767
Molar mass, g mol⁻¹: 1176.758
Total charge: +2
HOMO (spin up / spin down), eV: -12.29 / -12.29
Spin multiplicity: 2

Element x y z (Å)
1 Bi 0.2931 -0.2264 1.1525
2 C 5.7818 -5.1847 -0.1135
3 C 4.5023 -4.7638 -0.6954
4 C 3.3022 -5.0402 0.0422
5 C 2.0411 -4.8096 -0.4664
6 C 0.8700 -5.4528 0.2374
7 C 1.9344 -4.1699 -1.7401
8 C 3.0655 -3.9299 -2.4952
9 C 2.9316 -3.2598 -3.8387
10 C 4.3398 -4.2342 -1.9598
11 H 6.5402 -5.1154 -0.8812
12 H 5.8155 -6.2006 0.3244
13 H 6.1456 -4.5334 0.7051
14 H 3.3041 -5.4710 1.0399
15 H 0.2786 -6.0986 -0.5092
16 H 0.1747 -4.7331 0.7174
17 H 1.2163 -6.1068 1.0654
18 H 0.9516 -3.9260 -2.1050
19 H 2.7559 -4.0439 -4.5585
20 H 3.9114 -2.8080 -4.1280
21 H 2.1438 -2.4495 -3.8435
22 H 5.2237 -4.1642 -2.6008
23 C -6.0158 -0.7966 -2.4749
24 C -4.8861 -1.4048 -3.3125
25 C -5.1100 -2.9279 -3.6795
26 C -4.8032 -0.5908 -4.6427
27 C -3.6367 -1.2897 -2.4310
28 C -3.5863 -2.0468 -1.2010
29 C -2.5258 -1.8960 -0.3531
30 N -1.4559 -1.1504 -0.6770
31 C -1.5380 -0.3081 -1.7266
32 C -2.6307 -0.3507 -2.6574
33 C -0.4098 0.5724 -2.0172
34 C -0.5675 1.5046 -3.0369
35 C 0.4708 2.4077 -3.2529
36 C 1.7088 2.1406 -2.6470
37 C 1.7775 1.2702 -1.6210
38 N 0.6790 0.5676 -1.2305
39 C 0.2996 3.5918 -4.1916
40 C 1.1330 3.4069 -5.4561
41 C -1.2079 3.8190 -4.6447
42 C 0.8410 4.8432 -3.4517
43 H -6.9936 -0.9444 -2.9811
44 H -5.7805 0.2553 -2.2480
45 H -6.0813 -1.4090 -1.5041
46 H -6.0078 -3.1287 -4.2291
47 H -5.0209 -3.5890 -2.8396
48 H -4.2681 -3.1185 -4.4044
49 H -5.7337 -0.6707 -5.2272
50 H -3.9484 -0.9022 -5.2902
51 H -4.6505 0.4483 -4.3227
52 H -4.4248 -2.6495 -0.9070
53 H -2.5178 -2.4646 0.5902
54 H -2.6855 0.2862 -3.5435
55 H -1.4973 1.5025 -3.6687
56 H 2.5596 2.7596 -2.9468
57 H 2.7310 1.0840 -1.1662
58 H 0.9925 2.3742 -5.9442
59 H 2.2290 3.4074 -5.2027
60 H 0.9525 4.1309 -6.2553
61 H -1.5462 3.0240 -5.3182
62 H -1.2871 4.7640 -5.1946
63 H -1.8934 3.9016 -3.8116
64 H 1.9215 4.5963 -3.1684
65 H 0.3079 4.9359 -2.4978
66 H 0.7426 5.7819 -4.0454
67 N -5.1881 4.6056 3.5816
68 C -4.7578 3.4199 4.1030
69 O -5.3208 2.9147 5.1029
70 C -3.6778 2.7552 3.3298
71 C -2.9694 1.7844 4.0383
72 C -1.8562 1.1648 3.4502
73 N -1.4734 1.4376 2.1668
74 C -2.1391 2.4307 1.5042
75 C -3.2416 3.0958 2.0755
76 H -5.8342 5.1008 4.2381
77 H -4.4739 5.1922 3.1040
78 H -3.4159 1.4727 4.9716
79 H -1.3895 0.3703 4.0260
80 H -1.7110 2.6920 0.5161
81 H -3.7104 3.8761 1.4960
82 C 1.2093 3.2930 4.2467
83 Si 2.2073 3.3468 2.6396
84 C 1.3516 4.0202 1.1201
85 C 3.8926 4.1020 2.8403
86 As 2.8217 1.0352 1.9194
87 Si 3.4145 -0.5069 3.8064
88 C 5.2109 -0.9336 3.4338
89 C 2.4693 -2.1249 3.9442
90 C 3.0713 0.4951 5.3646
91 H 1.9075 3.2277 5.1049
92 H 0.5552 2.4221 4.3191
93 H 0.5391 4.1752 4.4024
94 H 1.8112 4.9719 0.8246
95 H 0.2792 4.1357 1.2937
96 H 1.4721 3.2894 0.2850
97 H 4.0356 5.0788 2.3480
98 H 4.7188 3.4317 2.5055
99 H 4.0843 4.2995 3.9346
100 H 5.3629 -1.7124 2.6503
101 H 5.7126 -1.3190 4.3538
102 H 5.7280 -0.0145 3.1023
103 H 2.3302 -2.5585 2.9267
104 H 1.5074 -2.0021 4.4540
105 H 3.0233 -2.8033 4.5713
106 H 3.1572 1.5775 5.2004
107 H 3.7752 0.1664 6.1826
108 H 1.9958 0.3329 5.6338
109 F -0.4272 -2.3573 1.9783
110 Sb -1.5617 -3.0515 3.5564
111 F -2.7711 -1.5735 3.2199
112 F -2.6380 -3.7239 4.9985
113 F -0.5921 -1.7792 4.6980
114 F -0.1037 -4.2108 3.7246
115 F -2.5504 -4.0578 2.1947

Results of the Löwdin charge analysis, in e, for atoms 1 through 6: Bi 1.76; C -0.06; C -0.27; C -0.02; C -0.28; C -0.06


Formula: C39H60GeIN4P3Pd
Source: OMol25
Level of theory: wB97M-V/def2-TZVPD

<S²>: 0.780
E_tot, hartree: -5266.8547
Molar mass, g mol⁻¹: 983.793
Total charge: +3
HOMO (spin up / spin down), eV: -15.52 / -15.53
Spin multiplicity: 2

Element x y z (Å)
1 Pd -1.3560 -1.0421 0.0821
2 C 2.3626 -4.5326 1.6259
3 C 1.1149 -4.2145 0.7870
4 C 1.4444 -4.4158 -0.6989
5 P 0.4171 -2.5294 1.1208
6 C 1.9809 -1.5811 1.3315
7 N 1.9178 -0.1620 1.0798
8 Ge 0.4920 0.5959 -0.1061
9 N 1.2216 0.1025 -1.7182
10 C 0.5779 -0.8474 -2.5795
11 P -1.2161 -0.9623 -2.2655
12 C -2.0428 0.3680 -3.2236
13 C -2.1852 -0.0028 -4.7064
14 C -1.3173 1.7065 -3.0979
15 C -1.7693 -2.5797 -2.9697
16 C -1.8708 -3.7492 -1.9705
17 C -0.8731 -2.9743 -4.1571
18 C 2.5809 0.4033 -1.9291
19 C 3.3897 -0.2091 -2.8796
20 C 4.7515 0.0751 -2.9139
21 C 5.3261 0.9473 -2.0012
22 C 4.5225 1.5790 -1.0610
23 C 3.1669 1.3221 -1.0575
24 N 2.2154 2.0008 -0.1695
25 C 2.6330 2.0325 1.1992
26 C 3.0837 3.1280 1.8866
27 C 3.5445 2.9471 3.1927
28 C 3.5852 1.6655 3.7873
29 C 3.1233 0.5670 3.1194
30 C 2.5657 0.7413 1.8206
31 C 1.7302 3.2656 -0.6728
32 C 2.4800 4.2469 -1.2883
33 C 1.8533 5.4366 -1.6352
34 C 0.5051 5.6121 -1.3539
35 C -0.2466 4.5980 -0.7669
36 C 0.3695 3.3943 -0.4508
37 N -0.3121 2.2406 0.0171
38 C -1.7260 2.3913 0.2169
39 P -2.4440 0.9060 0.9218
40 C -1.8054 0.8365 2.6650
41 C -2.7635 0.0492 3.5652
42 C -1.4898 2.2241 3.2370
43 C -4.2492 1.2069 0.8883
44 C -4.7507 1.2065 -0.5618
45 C -4.6425 2.4973 1.6156
46 C -0.4131 -2.6059 2.7838
47 C -1.3349 -3.8333 2.8168
48 C 0.4925 -2.5903 4.0175
49 H 2.5508 -5.6039 1.5547
50 H 2.2595 -4.2943 2.6817
51 H 3.2479 -4.0278 1.2375
52 H 0.3146 -4.8971 1.0772
53 H 1.9743 -3.5545 -1.1208
54 H 0.5630 -4.6131 -1.2984
55 H 2.1049 -5.2767 -0.8024
56 H 2.6490 -1.9987 0.5680
57 H 2.4079 -1.8240 2.3015
58 H 0.9662 -1.8673 -2.4416
59 H 0.7098 -0.5828 -3.6355
60 H -3.0418 0.4415 -2.7818
61 H -1.2141 -0.0901 -5.1945
62 H -2.7190 0.8153 -5.1913
63 H -2.7581 -0.9107 -4.8792
64 H -0.3903 1.7015 -3.6744
65 H -1.0650 1.9552 -2.0773
66 H -1.9529 2.4946 -3.5029
67 H -2.7796 -2.3564 -3.3204
68 H -1.2399 -3.6152 -1.0987
69 H -1.5730 -4.6720 -2.4683
70 H -2.8906 -3.8782 -1.6197
71 H 0.0909 -3.3530 -3.8187
72 H -0.7061 -2.1747 -4.8743
73 H -1.3776 -3.7846 -4.6840
74 H 2.9767 -0.9156 -3.5877
75 H 5.3704 -0.4029 -3.6616
76 H 6.3879 1.1473 -2.0287
77 H 4.9544 2.2677 -0.3436
78 H 3.1088 4.1047 1.4211
79 H 3.9055 3.8017 3.7496
80 H 3.9773 1.5587 4.7897
81 H 3.1440 -0.4044 3.5925
82 H 3.5342 4.1024 -1.4859
83 H 2.4211 6.2267 -2.1057
84 H 0.0237 6.5482 -1.6032
85 H -1.3013 4.7506 -0.5823
86 H -2.2592 2.6087 -0.7175
87 H -1.9479 3.2065 0.9116
88 H -0.8595 0.2865 2.5931
89 H -3.6771 0.6130 3.7531
90 H -2.2874 -0.1347 4.5290
91 H -3.0489 -0.9143 3.1405
92 H -2.3639 2.8722 3.2573
93 H -0.6897 2.7219 2.6877
94 H -1.1574 2.0949 4.2679
95 H -4.6802 0.3502 1.4035
96 H -4.4960 2.1388 -1.0701
97 H -5.8365 1.1162 -0.5643
98 H -4.3531 0.3669 -1.1319
99 H -4.1816 3.3819 1.1740
100 H -4.4162 2.4718 2.6795
101 H -5.7225 2.6147 1.5175
102 H -1.0289 -1.7054 2.8121
103 H -0.7699 -4.7222 3.0999
104 H -1.8284 -4.0294 1.8659
105 H -2.1148 -3.6893 3.5652
106 H 1.0961 -3.4922 4.0909
107 H -0.1393 -2.5667 4.9073
108 H 1.1460 -1.7170 4.0638
109 I -3.6577 -2.1528 0.5306

Results of the Löwdin charge analysis, in e, for atoms 1 through 6: Pd 0.14; C -0.08; C -0.50; C -0.09; P 1.02; C -0.31